A molecular structure, C30H30N4O3PPdS2, computed with wB97M-V/def2-TZVPD.

Calculated values
Calculated total energy in eV: -78133.6117
Charge: +1
Frontier orbital gap (spin up / spin down) in eV: 7.45 / 5.36
Multiplicity: 3

The geometry in XYZ format:
```
71
C30H30N4O3PPdS2 wB97M-V/def2-TZVPD
Pd -0.18 0.15 -0.48
O -0.93 1.31 4.03
C -1.89 0.41 4.26
C -2.40 0.35 5.56
C -3.40 -0.54 5.86
C -3.93 -1.40 4.90
C -3.43 -1.37 3.62
C -2.41 -0.46 3.27
C -1.87 -0.44 1.92
O -1.07 0.44 1.55
N -2.31 -1.45 1.08
N -1.75 -1.47 -0.11
C -2.31 -2.42 -0.86
S -1.78 -2.74 -2.45
C -2.68 -4.30 -2.59
C -3.99 -4.15 -1.85
S -3.61 -3.39 -0.24
H -0.65 1.22 3.10
H -1.98 1.01 6.30
H -3.78 -0.58 6.88
H -4.73 -2.09 5.15
H -3.82 -2.02 2.85
H -2.06 -5.09 -2.16
H -2.83 -4.50 -3.65
H -4.47 -5.10 -1.67
H -4.67 -3.49 -2.38
C 1.63 -1.03 -7.11
C 2.34 -0.05 -6.42
C 2.17 0.11 -5.05
C 1.29 -0.71 -4.35
C 0.58 -1.68 -5.05
C 0.74 -1.84 -6.42
P 1.07 -0.52 -2.53
C 0.90 1.31 -2.51
C -0.41 1.82 -2.58
C -0.62 3.19 -2.65
C 0.45 4.06 -2.66
C 1.75 3.57 -2.58
C 1.97 2.20 -2.49
C 2.76 -0.88 -1.88
C 3.77 -1.40 -2.68
C 5.00 -1.76 -2.14
C 5.23 -1.61 -0.78
C 4.22 -1.10 0.03
C 3.00 -0.75 -0.51
H 1.77 -1.15 -8.17
H 3.04 0.59 -6.95
H 2.72 0.88 -4.54
H -0.12 -2.32 -4.53
H 0.18 -2.60 -6.95
H -1.25 1.15 -2.68
H -1.63 3.58 -2.71
H 0.29 5.13 -2.74
H 2.59 4.25 -2.59
H 2.98 1.82 -2.37
H 3.61 -1.53 -3.75
H 5.77 -2.16 -2.78
H 6.18 -1.90 -0.35
H 4.39 -0.98 1.10
H 2.23 -0.37 0.15
C -0.72 4.71 1.31
N -0.32 3.37 0.92
C 0.95 2.96 0.74
N 1.92 3.90 0.86
O 1.24 1.79 0.47
H -1.80 4.75 1.39
H -0.42 5.44 0.56
H -0.30 5.00 2.28
H -1.00 2.63 0.95
H 1.75 4.81 1.26
H 2.87 3.57 0.81
```

Löwdin atomic charge list, values in e, 8 entries:
1 Pd 0.653
2 O 0.098
3 C -0.244
4 C 0.002
5 C -0.046
6 C -0.072
7 C -0.019
8 C -0.073